Molecular formula: C50H73N6O7PTi
Method: DFT, ωB97M-V with the def2-TZVPD basis set

Geometry as XYZ:
```
138
Properties=species:S:1:pos:R:3
Ti 0.6238 0.4520 0.4176
C 0.6207 -4.1350 -4.9323
C 1.4665 -2.9198 -5.3483
C 2.9465 -3.3269 -5.3999
C 1.0395 -2.5139 -6.7613
C 1.2613 -1.7992 -4.3283
C 1.6592 -2.0102 -3.0078
C 1.3925 -1.0651 -2.0155
N 1.7080 -1.1086 -0.6950
C 2.1817 -2.1796 0.0180
C 1.9963 -3.5229 -0.2798
C 2.5220 -4.5289 0.5289
C 3.2353 -4.1440 1.6548
C 3.4413 -2.8167 2.0390
C 2.9042 -1.7681 1.2190
O 3.0156 -0.5051 1.4084
C 4.2213 -2.6088 3.3529
C 3.4206 -3.2324 4.5100
C 4.4969 -1.1490 3.7180
C 5.5866 -3.3114 3.2640
C 2.2916 -5.9931 0.1525
C 2.8759 -6.2568 -1.2452
C 0.7840 -6.2918 0.1329
C 2.9482 -6.9696 1.1307
C 0.8079 0.1976 -2.3797
O 0.6647 1.0467 -1.3893
C 0.4659 0.4409 -3.7196
C 0.6540 -0.5947 -4.6488
C -0.1790 1.7447 -4.2289
C 0.4926 2.1849 -5.5396
C -1.6702 1.4743 -4.4831
C -0.0731 2.9335 -3.2640
H 0.7359 -4.9536 -5.6519
H -0.4330 -3.8531 -4.8848
H 0.9164 -4.4947 -3.9462
H 3.1072 -4.1018 -6.1572
H 3.2812 -3.7190 -4.4396
H 3.5658 -2.4624 -5.6474
H 1.2047 -3.3490 -7.4486
H 1.6165 -1.6576 -7.1171
H -0.0217 -2.2591 -6.7902
H 2.2112 -2.9016 -2.7434
H 1.3632 -3.7776 -1.1214
H 3.6450 -4.9227 2.2884
H 2.4483 -2.7443 4.5914
H 3.9545 -3.1098 5.4605
H 3.2518 -4.2980 4.3460
H 3.5695 -0.6078 3.8661
H 5.0441 -0.6374 2.9294
H 5.0828 -1.1134 4.6468
H 5.4857 -4.3824 3.0812
H 6.1396 -3.1799 4.2018
H 6.1774 -2.8814 2.4525
H 2.4022 -5.6129 -1.9876
H 2.7219 -7.3001 -1.5461
H 3.9473 -6.0447 -1.2517
H 0.2690 -5.6638 -0.5942
H 0.3506 -6.0853 1.1131
H 0.5991 -7.3418 -0.1231
H 4.0330 -6.8436 1.1528
H 2.7298 -7.9973 0.8245
H 2.5579 -6.8280 2.1406
H 0.3183 -0.4286 -5.6652
H 0.3515 1.4630 -6.3455
H 1.5657 2.3116 -5.3831
H 0.0728 3.1411 -5.8689
H -1.8028 0.6661 -5.2056
H -2.1744 2.3712 -4.8626
H -2.1471 1.1780 -3.5464
H 0.9678 3.1450 -3.0140
H -0.5892 2.7354 -2.3294
H -0.5130 3.8217 -3.7347
O 0.7587 -0.1986 6.4120
C 0.7450 -0.0533 5.0576
C 1.3903 1.0063 4.4379
C 1.3380 1.0997 3.0645
N 0.6730 0.1874 2.3388
C 0.0589 -0.8363 2.9312
C 0.0601 -0.9983 4.2973
C -0.6711 -1.6853 1.8966
O -1.3387 -2.6525 2.2377
O -0.4982 -1.2330 0.7129
C 1.9392 2.1407 2.1868
O 2.5105 3.1227 2.6271
O 1.7458 1.8805 0.9339
H 1.3147 0.5038 6.7658
H 1.9421 1.7560 4.9937
H -0.4444 -1.8330 4.7628
N -1.1357 1.3923 0.5001
P -2.0714 2.5660 0.7217
N -2.6474 2.7252 2.3310
C -1.9181 1.9826 3.3619
C -2.5870 2.1239 4.7288
C -4.1039 2.1148 4.5747
C -4.5568 3.3244 3.7368
C -3.4164 3.8322 2.8406
N -3.6332 2.4634 -0.0252
C -4.2126 1.1483 0.2782
C -5.7110 1.1456 -0.0213
C -6.0076 1.8407 -1.3659
C -4.7329 1.9440 -2.1999
C -3.6879 2.7824 -1.4643
N -1.6363 4.0974 0.1245
C -2.4940 5.2621 -0.0251
C -1.9245 6.4497 0.7467
C -0.6063 6.8970 0.0911
C 0.1103 5.6905 -0.5441
C -0.2041 4.4176 0.2275
H -0.8822 2.3196 3.4333
H -1.8937 0.9348 3.0591
H -2.2779 3.0594 5.2066
H -2.2557 1.3042 5.3697
H -4.5888 2.1317 5.5540
H -4.3908 1.1860 4.0756
H -4.8853 4.1426 4.3862
H -5.4044 3.0375 3.1096
H -2.7826 4.5305 3.4113
H -3.8445 4.3815 2.0068
H -4.0387 0.9437 1.3349
H -3.7080 0.3469 -0.2754
H -6.2448 1.6578 0.7842
H -6.0616 0.1103 -0.0374
H -6.3905 2.8505 -1.1894
H -6.7761 1.2932 -1.9177
H -4.9405 2.4135 -3.1641
H -4.3461 0.9428 -2.4009
H -3.9668 3.8363 -1.5709
H -2.7125 2.6501 -1.9427
H -3.5044 5.0209 0.3009
H -2.5637 5.5424 -1.0879
H -1.7354 6.1278 1.7733
H -2.6456 7.2713 0.7791
H 0.0359 7.3594 0.8450
H -0.8085 7.6542 -0.6724
H 1.1910 5.8367 -0.5426
H -0.2076 5.5628 -1.5819
H 0.1108 4.5609 1.2717
H 0.3627 3.5804 -0.1616
```

Computed properties:
E_LUMO ... 0.143 Eh
HOMO level ... -0.49 eV
Net charge ... -2
Multiplicity ... 1
DFT total energy ... -108721.066 eV
Energy relative to the best compared isomer or geometry (same formula, charge and spin) ... 57.93 kcal per mole

Atomic partial charges in e from the Löwdin method, atoms 1 to 5: 1.152 -0.052 -0.558 -0.058 -0.085

---

Molecular formula: C50H84FN3O6S
Method: DFT, ωB97M-V with the def2-TZVPD basis set

Geometry as XYZ:
```
145
Properties=species:S:1:pos:R:3
C 6.3683 2.8642 1.9902
C 5.5975 3.2911 0.8667
C 4.7321 3.6534 -0.5163
C 4.2899 2.1866 -1.1437
C 5.3018 1.2732 -2.0610
F 6.6724 1.8201 -2.3731
C 4.7743 -0.2074 -2.6002
C 5.8955 -1.0616 -3.4959
C 5.7876 -2.6854 -3.2963
C 7.1732 -3.2624 -2.6100
C 7.2421 -2.9922 -0.9617
C 8.6880 -3.5849 -0.4662
C 8.6156 -4.6580 0.7703
C 7.4312 -5.7870 0.6441
C 8.0878 -7.2818 0.7906
C 7.8700 -8.2698 -0.4986
C 7.9134 -7.5308 -1.9609
C 6.3700 -7.3392 -2.4986
C 5.6834 -8.7153 -3.0945
C 4.3102 -8.2085 -3.9035
C 2.9577 -9.0235 -3.4628
C 1.6829 -8.0291 -3.0525
C 1.1132 -8.3625 -1.5164
C 1.3765 -7.1473 -0.4474
C 2.9373 -6.6570 -0.3238
C 3.8113 -7.4921 0.8216
C 3.7523 -9.1256 0.6243
C 3.2534 -0.8138 -2.2632
C 2.2609 0.1215 -1.3545
C 2.7998 1.5788 -0.8330
C 1.5123 2.1567 0.0006
O 1.2660 3.4567 0.1799
N 0.7525 0.9066 0.4000
C 1.3503 0.3119 1.6570
S 1.5008 1.4966 3.1022
O 3.0060 1.8452 3.3057
O 0.5598 2.7238 3.0452
C 0.7459 -0.0999 -0.7699
O -0.2327 -0.9181 -1.1847
H 6.8515 2.0963 2.7651
H 3.7523 4.2732 -0.2418
H 5.3644 4.2378 -1.3114
H 6.9851 -0.7015 -3.1710
H 5.7550 -0.6918 -4.6010
H 4.8928 -3.0470 -2.6310
H 5.6541 -3.1503 -4.3767
H 8.1330 -2.7267 -3.0669
H 7.1980 -4.4358 -2.7564
H 7.1951 -1.8319 -0.7642
H 6.3133 -3.4669 -0.4305
H 9.2587 -4.0100 -1.3948
H 9.3141 -2.6556 -0.0727
H 9.6928 -5.1644 0.8420
H 8.4767 -4.0698 1.7902
H 6.7198 -5.6475 -0.2844
H 6.7313 -5.6392 1.5999
H 9.2414 -7.2857 1.0607
H 7.5567 -7.8201 1.7144
H 6.9029 -8.9570 -0.3922
H 8.7861 -9.0351 -0.4870
H 8.3959 -6.4492 -1.8939
H 8.5026 -8.1223 -2.7863
H 5.6336 -6.9454 -1.6587
H 6.3470 -6.5215 -3.3563
H 5.3441 -9.4034 -2.1996
H 6.3938 -9.3581 -3.7701
H 4.4893 -8.2212 -5.0740
H 4.1355 -7.0659 -3.6258
H 2.5562 -9.6507 -4.3958
H 3.1430 -9.8272 -2.6131
H 2.0052 -6.8876 -3.0894
H 0.7693 -8.1276 -3.7876
H 1.5486 -9.3870 -1.1030
H -0.0619 -8.5301 -1.5792
H 1.0337 -7.4419 0.6562
H 0.6782 -6.2270 -0.7404
H 3.4844 -6.7340 -1.3612
H 2.9770 -5.5038 -0.0266
H 4.9618 -7.1882 0.7717
H 3.4650 -7.1890 1.9179
H 4.7170 -9.6878 1.0067
H 2.8049 -9.5571 1.1855
H 3.6638 -9.3254 -0.5343
H 2.8968 -1.8831 -2.6214
H 2.4079 -0.1894 1.4260
H 0.6582 -0.5791 2.0243
H 1.1177 0.7615 4.2697
C -2.6333 3.3413 2.2753
C -2.9546 4.8136 2.6609
C -2.6586 5.0436 4.1682
C -3.6955 4.4219 5.0998
C -5.1074 4.8527 4.7146
C -5.4369 4.5983 3.2214
N -4.3780 5.1259 2.2962
O -4.5114 6.5252 2.2498
C -5.6359 3.0785 2.9912
C -6.8478 5.1974 2.9182
C -1.9201 5.6516 1.8395
H -2.7350 2.6497 3.1150
H -3.2723 2.9901 1.4567
H -1.6024 3.2249 1.9171
H -2.6153 6.1225 4.3796
H -1.6678 4.6472 4.4235
H -3.6147 3.3303 5.0886
H -3.4902 4.7305 6.1319
H -5.8267 4.3268 5.3567
H -5.2197 5.9203 4.9477
H -5.7831 2.8515 1.9246
H -6.5265 2.7109 3.5189
H -4.8120 2.4659 3.3542
H -6.9132 6.2665 3.1525
H -7.6215 4.7062 3.5194
H -7.1169 5.0607 1.8638
H -2.0803 5.5307 0.7614
H -0.8947 5.3320 2.0595
H -1.9571 6.7220 2.0749
C -8.5297 6.4469 -1.4938
C -8.8510 7.9192 -1.1082
C -8.5550 8.1491 0.3992
C -9.5919 7.5275 1.3307
C -11.0038 7.9582 0.9455
C -11.3333 7.7039 -0.5476
N -10.2744 8.2314 -1.4729
O -10.4078 9.6307 -1.5193
C -11.5323 6.1841 -0.7779
C -12.7443 8.3029 -0.8508
C -7.8165 8.7572 -1.9296
H -8.6315 5.7552 -0.6541
H -9.1687 6.0956 -2.3124
H -7.4989 6.3305 -1.8520
H -8.5118 9.2280 0.6106
H -7.5642 7.7527 0.6544
H -9.5111 6.4358 1.3195
H -9.3866 7.8360 2.3628
H -11.7231 7.4323 1.5876
H -11.1162 9.0258 1.1786
H -11.6796 5.9570 -1.8444
H -12.4229 5.8164 -0.2501
H -10.7084 5.5714 -0.4149
H -12.8096 9.3720 -0.6166
H -13.5179 7.8117 -0.2497
H -13.0134 8.1662 -1.9053
H -7.9767 8.6363 -3.0077
H -6.7912 8.4375 -1.7096
H -7.8535 9.8275 -1.6942
```

Computed properties:
E_LUMO (spin up / spin down) ... -0.071 / -0.071 Eh
HOMO level (spin up / spin down) ... -8.85 / -9.39 eV
Multiplicity ... 3
DFT total energy ... -83489.211 eV
Expectation value of S² ... 2.01

Atomic partial charges in e from the Löwdin method, atoms 1 to 5: 0.041 -0.070 -0.143 -0.022 0.015

---

Molecular formula: C50H85N11
Method: DFT, ωB97M-V with the def2-TZVPD basis set

Geometry as XYZ:
```
146
Properties=species:S:1:pos:R:3
C 0.4340 5.1232 4.5163
C -0.1334 4.0724 3.7649
C 0.3398 2.9107 4.3304
N 1.1472 3.2383 5.3652
C 1.2217 4.5974 5.5098
H 0.2816 6.1783 4.3553
H -0.9424 4.1552 3.0606
H 0.1896 1.8875 4.0388
H 1.5831 2.5968 6.0024
H 1.7816 5.1380 6.2474
C -5.1533 2.0088 0.5257
C -6.0435 3.0112 0.9977
C -7.2246 2.8556 0.3206
N -7.1210 1.7560 -0.5040
C -5.8758 1.1980 -0.3019
H -4.1197 1.8083 0.7619
H -5.8706 3.8881 1.5998
H -8.1350 3.4288 0.3745
H -7.7519 1.5339 -1.2419
H -5.6185 0.3796 -0.9615
C -2.5510 -2.7586 -2.1342
C -2.7616 -3.6257 -1.0424
C -3.4248 -2.9002 -0.0745
N -3.4479 -1.5970 -0.4805
C -2.9426 -1.5018 -1.7613
H -2.0306 -2.9539 -3.0612
H -2.4619 -4.6516 -0.9292
H -3.7309 -3.2912 0.8807
H -3.8363 -0.8386 0.0459
H -2.8213 -0.5180 -2.1810
C 5.6647 3.6611 2.5584
C 5.6347 4.8272 3.3898
C 4.3683 4.9392 3.8849
N 3.5920 3.8982 3.4071
C 4.3970 3.1462 2.5938
H 6.4612 3.2525 1.9656
H 6.3856 5.5459 3.6812
H 3.9295 5.7220 4.4832
H 2.6786 3.6609 3.7380
H 4.0356 2.2972 2.0280
C -0.1003 -3.5879 4.4280
C -1.1662 -4.4955 4.6982
C -1.5729 -5.0186 3.5017
N -0.8554 -4.3925 2.5156
C 0.0676 -3.5368 3.0748
H 0.3590 -3.0352 5.2307
H -1.5762 -4.6723 5.6783
H -2.2474 -5.8192 3.2543
H -0.8577 -4.7072 1.5603
H 0.7346 -3.0257 2.4002
C 3.2602 -1.3805 4.1095
C 3.7157 -1.5303 2.7551
C 3.0088 -0.6659 1.9915
N 2.1498 0.0611 2.7808
C 2.3060 -0.4186 4.0747
H 3.6683 -1.9376 4.9325
H 4.4609 -2.2445 2.4507
H 3.0094 -0.4702 0.9276
H 1.5353 0.7745 2.4576
H 1.6486 0.0309 4.8113
C 1.0037 -5.2180 -0.7486
C -0.0921 -5.7350 -1.4780
C -0.4813 -6.9188 -0.8863
N 0.3615 -7.1302 0.1760
C 1.2974 -6.1390 0.2385
H 1.5795 -4.3276 -0.8981
H -0.4416 -5.4175 -2.4492
H -1.1568 -7.6381 -1.3142
H 0.3438 -7.9413 0.7644
H 2.0418 -5.9969 1.0036
C 5.9508 -5.1998 -1.2853
C 4.5841 -4.8774 -1.2103
C 4.4574 -3.5374 -1.5209
N 5.7088 -3.0652 -1.7632
C 6.6513 -4.0421 -1.5568
H 6.4471 -6.1310 -1.0595
H 3.7639 -5.5606 -1.0746
H 3.5641 -2.9783 -1.7332
H 5.8893 -2.1096 -2.0012
H 7.6820 -3.8045 -1.7416
C -0.1767 -1.5909 -4.9756
C 0.4485 -2.9758 -4.8068
N 0.0683 -3.9063 -5.8232
C -1.2779 -4.4182 -5.7529
C -1.7921 -4.7955 -7.1549
C 1.1064 -4.8980 -6.0160
C 1.0139 -6.1423 -5.1320
H 0.0652 -1.2067 -5.9723
H 0.0380 -0.8825 -4.1833
H -1.2687 -1.6975 -5.0742
H 1.5280 -2.7938 -4.8041
H 0.2637 -3.3198 -3.7704
H -1.3108 -5.3494 -5.1699
H -1.9359 -3.6788 -5.3062
H -1.4204 -4.0457 -7.8561
H -1.4146 -5.7549 -7.5036
H -2.8806 -4.7796 -7.1168
H 2.0582 -4.4206 -5.7897
H 1.2152 -5.2363 -7.0521
H 1.2416 -5.9123 -4.0894
H 1.8542 -6.7944 -5.4235
H 0.1611 -6.8059 -5.2611
C 1.1010 -1.7964 -0.7003
C 1.1860 -0.3226 -1.0596
N 0.6533 0.5274 0.0096
C 0.9956 1.9218 -0.2479
C 0.4639 2.5177 -1.5344
C -0.7391 0.2678 0.3482
C -1.1695 0.9303 1.6429
H 0.0815 -2.1876 -0.5914
H 1.5943 -2.0706 0.2256
H 1.3879 -2.3968 -1.5713
H 2.2490 -0.1320 -1.2414
H 0.7070 -0.0931 -2.0207
H 0.5986 2.5190 0.5909
H 2.0639 2.0605 -0.0533
H -0.5863 2.2813 -1.7161
H 0.5300 3.6108 -1.5432
H 1.0370 2.2196 -2.4185
H -0.8998 -0.7993 0.4524
H -1.3846 0.5510 -0.5051
H -2.1975 0.7491 1.9410
H -1.0638 2.0212 1.5817
H -0.4390 0.6230 2.3867
C -1.6420 7.6857 2.6042
C -2.6911 7.3968 1.4949
N -2.2112 6.9234 0.2319
C -1.3578 7.8238 -0.5306
C -2.0814 9.1060 -0.9685
C -1.6820 5.5659 0.2759
C -2.7252 4.5054 0.5850
H -1.8920 8.5789 3.1723
H -0.6312 7.8216 2.2237
H -1.6812 6.8153 3.2568
H -3.3893 6.6593 1.8971
H -3.3835 8.2339 1.3542
H -0.4396 8.0482 0.0529
H -1.0078 7.3700 -1.4598
H -1.3736 9.7122 -1.5387
H -2.8825 8.8330 -1.6525
H -2.4432 9.6655 -0.1095
H -0.8088 5.4709 0.9507
H -1.3164 5.3098 -0.7211
H -3.5585 4.5740 -0.1083
H -3.0883 4.5661 1.6193
H -2.2968 3.4977 0.5794
```

Computed properties:
E_LUMO ... 0.023 Eh
HOMO level ... -7.98 eV
Multiplicity ... 1
DFT total energy ... -69616.015 eV
Energy relative to the best compared isomer or geometry (same formula, charge and spin) ... 37.22 kcal per mole

Atomic partial charges in e from the Löwdin method, atoms 1 to 5: -0.108 -0.087 -0.150 0.005 -0.136